Computed, not measured: 2 unconnected molecules or ions with the total composition C5H14 in a non-equilibrium geometry, with the ωB97M-V functional and the def2-TZVPD basis.

Geometry as XYZ:
```
19
Properties=species:S:1:pos:R:3:mulliken_charge:R:1
C -0.08483 2.40290 -0.97538 -1.13
C 0.82090 1.19322 -0.67254 0.27
C 2.12141 1.24472 -1.46647 -1.26
H 0.13773 2.86026 -1.93676 0.31
H -0.03620 3.16208 -0.22125 0.28
H -1.12367 2.09906 -1.04205 0.33
H 1.16126 1.21208 0.36550 0.24
H 0.20422 0.30222 -0.76506 -0.04
H 2.84790 1.93358 -1.04496 0.31
H 2.62272 0.27408 -1.48503 0.34
H 1.97165 1.40355 -2.53832 0.34
C -0.99957 -2.15264 2.14638 -0.83
C -1.71825 -2.41353 0.80951 -0.66
H -1.08695 -2.93152 2.89224 0.32
H 0.05347 -1.98736 1.91918 0.24
H -1.32686 -1.22426 2.61603 0.26
H -1.14337 -1.90224 0.05407 0.12
H -2.72270 -1.99718 0.75595 0.26
H -1.69887 -3.47902 0.58898 0.28
```

Values from the calculation:
SMILES: CCC.CC
charge: 0
Kohn-Sham gap: 12.46 eV
energy relative to the best compared isomer or geometry (same formula, charge and spin): 0.399 eV
E_LUMO: 1.075 eV

---

Computed, not measured: 4 unconnected molecules or ions with the total composition C29H57BBrF3O12 in a non-equilibrium geometry, with the ωB97M-V functional and the def2-TZVPD basis.

Geometry as XYZ:
```
103
Properties=species:S:1:pos:R:3:mulliken_charge:R:1
C -4.69635 8.68676 5.96266 -0.79
C -5.90358 9.33992 5.26121 -0.39
C -7.27109 8.87218 5.70951 0.39
O -8.25138 9.54131 5.55369 -0.57
O -7.36210 7.65473 6.31888 -0.33
C -7.02709 6.55198 5.43126 0.01
C -7.15574 5.26367 6.23635 -0.70
B -6.02234 4.18760 6.07052 -0.21
C -6.38435 2.67485 6.38222 -0.80
C -5.64187 1.59848 5.58624 -0.60
C -6.05611 1.57369 4.14066 0.30
F -7.25032 2.12380 3.82777 -0.32
C -5.29492 1.03518 3.18907 0.55
F -4.44234 0.05183 3.46479 -0.24
F -5.25524 1.39802 1.91657 -0.20
C -4.52001 4.57521 5.69533 -0.60
C -4.22166 5.00423 4.28494 0.46
O -3.19437 5.47811 3.95040 -0.51
Br -5.60423 4.77765 2.93273 -0.16
H -4.09228 9.42507 6.48127 0.40
H -5.03092 7.95545 6.69561 0.23
H -4.06936 8.14709 5.25480 0.18
H -5.88084 10.41878 5.37232 0.35
H -5.84216 9.13350 4.19149 0.27
H -6.02030 6.73191 5.06276 -0.04
H -7.76084 6.57163 4.62799 0.40
H -8.11024 4.79345 5.99973 0.31
H -7.21549 5.54521 7.29313 0.34
H -7.46042 2.53422 6.31793 0.33
H -6.09669 2.55082 7.43471 0.29
H -4.56088 1.65511 5.67512 0.31
H -5.92545 0.62744 6.00989 0.51
H -3.81633 3.76638 5.90070 0.46
H -4.20305 5.40563 6.33331 0.39
C 1.84337 -0.25796 -2.90577 -0.92
O 0.80311 0.36015 -2.18731 -0.07
C 0.55826 1.69000 -2.60566 -0.65
C -0.76244 2.16819 -2.04858 -0.41
O -1.89033 1.73165 -2.79083 -0.48
C -2.26695 0.37160 -2.63094 -0.47
C -2.95690 0.07465 -1.31929 -0.56
O -2.00377 -0.09746 -0.28380 -0.15
C -2.60155 -0.04690 0.99182 -0.96
H 2.78611 0.29175 -2.79417 0.39
H 1.96693 -1.25976 -2.49631 0.18
H 1.59671 -0.34477 -3.97065 0.39
H 0.53826 1.74659 -3.70107 0.38
H 1.36510 2.33534 -2.22955 0.41
H -0.78139 3.25751 -2.11909 0.41
H -0.85447 1.89911 -0.99413 0.16
H -1.41519 -0.29571 -2.77771 0.16
H -2.98228 0.18325 -3.43389 0.42
H -3.53777 -0.85352 -1.41863 0.44
H -3.63952 0.89743 -1.07241 0.30
H -3.04595 0.93467 1.17039 0.31
H -1.81959 -0.21724 1.73021 0.35
H -3.36739 -0.82354 1.10061 0.36
C 4.26022 -7.01221 -1.93460 -0.63
O 3.41979 -6.36592 -1.00980 -0.21
C 3.33558 -7.04922 0.22717 -0.61
C 2.73237 -6.14309 1.27559 -0.35
O 3.66424 -5.24015 1.85224 -0.48
C 4.05932 -4.13411 1.05462 -0.39
C 3.01826 -3.04480 0.94242 -0.57
O 2.05953 -3.37745 -0.04325 -0.14
C 0.91424 -2.55549 0.03544 -1.06
H 3.91506 -8.03071 -2.14823 0.37
H 4.23298 -6.42946 -2.85301 0.01
H 5.29250 -7.04370 -1.56503 0.35
H 4.33152 -7.37302 0.55467 0.34
H 2.69689 -7.93475 0.09791 0.43
H 2.39539 -6.76697 2.10582 0.40
H 1.86243 -5.61790 0.87560 0.17
H 4.38328 -4.45906 0.06348 0.16
H 4.92596 -3.71413 1.56936 0.40
H 3.51185 -2.10561 0.65158 0.45
H 2.52899 -2.90297 1.91442 0.33
H 0.39686 -2.69101 0.99274 0.38
H 0.24052 -2.84534 -0.76799 0.29
H 1.18254 -1.50064 -0.09086 0.37
C 5.59737 -2.26411 -3.39946 -0.61
O 6.15277 -2.97148 -4.48421 -0.31
C 5.38213 -4.11250 -4.81616 -0.35
C 5.77926 -4.65085 -6.17141 -0.52
O 5.18428 -3.95973 -7.25895 -0.47
C 5.73009 -2.68849 -7.57704 -0.42
C 7.05357 -2.75713 -8.30434 -0.57
O 8.11663 -2.95691 -7.38979 -0.24
C 9.30287 -3.35060 -8.03853 -0.77
H 5.52398 -2.89786 -2.50738 0.22
H 6.25350 -1.42349 -3.18279 0.31
H 4.60111 -1.87973 -3.65028 0.24
H 4.31484 -3.85738 -4.82179 0.37
H 5.56078 -4.88291 -4.05243 0.28
H 5.40014 -5.67231 -6.24524 0.36
H 6.86603 -4.68874 -6.27139 0.24
H 5.80604 -2.05613 -6.69000 0.20
H 5.00466 -2.23187 -8.25328 0.38
H 7.22183 -1.81056 -8.83771 0.44
H 7.02431 -3.57665 -9.03339 0.34
H 9.17322 -4.31540 -8.54319 0.32
H 10.07554 -3.45378 -7.27957 0.23
H 9.62276 -2.59966 -8.77077 0.31
```

Values from the calculation:
SMILES: CCC(=O)OCCB(CCC(F)=C(F)F)CC(=O)Br.COCCOCCOC.COCCOCCOC.COCCOCCOC
charge: 0
Kohn-Sham gap: 9.44 eV
E_LUMO: 0.169 eV

---

Computed, not measured: C4H7N in the gas phase in a non-equilibrium geometry, with the ωB97M-V functional and the def2-TZVPD basis.

Geometry as XYZ:
```
12
Properties=species:S:1:pos:R:3:mulliken_charge:R:1
N 2.31046 0.59683 0.07330 -0.60
C 0.91721 0.71930 0.03497 -0.21
C -0.10031 0.19937 0.89572 -0.46
C -1.24060 -0.42232 0.35181 -0.04
C -1.52716 -0.47999 -0.97383 -0.78
H 2.55914 -0.29596 0.51966 0.27
H 1.31922 0.01444 -0.82051 0.40
H 0.73045 1.78609 -0.13701 0.26
H 0.08878 0.03052 1.95499 0.36
H -1.86743 -0.87446 1.11817 0.32
H -0.68408 -0.56972 -1.64606 0.22
H -2.50566 -0.70409 -1.37120 0.25
```

Values from the calculation:
charge: 0
Kohn-Sham gap: 6.10 eV
energy relative to the best compared isomer or geometry (same formula, charge and spin): 5.992 eV
E_LUMO: -1.083 eV

---

Computed, not measured: C15H20F3N3O2 in the gas phase, with the ωB97M-V functional and the def2-TZVPD basis.

Geometry as XYZ:
```
43
Properties=species:S:1:pos:R:3:mulliken_charge:R:1
C -2.18730 -4.30024 -0.53131 -1.15
C -3.04416 -3.10074 -0.15742 -0.30
O -2.30553 -1.87820 -0.27567 -0.23
C -1.54174 -1.53055 0.74871 0.58
O -1.44365 -2.15551 1.78003 -0.62
C -0.76896 -0.24328 0.53632 0.60
N -1.01595 0.77723 -0.17602 -0.62
C -2.16692 0.94669 -1.02104 0.32
C -1.84481 2.07806 -1.99706 -1.68
C -3.42142 1.24756 -0.17741 -0.40
C -3.28180 2.47549 0.71413 -1.21
N 0.37050 -0.25227 1.29509 -0.02
N 1.09088 0.93264 1.42824 -0.56
C 2.34888 1.00468 0.85370 0.63
C 2.93490 2.25248 0.63007 -0.70
C 4.22755 2.34658 0.15664 -0.65
C 4.96475 1.20494 -0.11178 -0.88
C 4.37882 -0.03563 0.10390 -0.04
C 5.18856 -1.26475 -0.18927 0.81
F 5.69986 -1.25617 -1.43506 -0.26
F 6.24584 -1.38725 0.63845 -0.26
F 4.49432 -2.40660 -0.07766 -0.28
C 3.08649 -0.14836 0.58729 -0.17
H -2.79229 -5.20163 -0.49947 0.38
H -1.36382 -4.40455 0.17094 0.32
H -1.78397 -4.17707 -1.53347 0.31
H -3.88642 -2.98526 -0.84220 0.34
H -3.40540 -3.19503 0.87161 0.32
H -2.37077 0.03345 -1.59693 0.22
H -1.02636 1.77947 -2.64684 0.43
H -2.71353 2.30909 -2.60774 0.39
H -1.53873 2.96720 -1.45471 0.38
H -3.62790 0.37540 0.44853 0.16
H -4.26717 1.37871 -0.85514 0.50
H -3.18503 3.37975 0.12007 0.31
H -4.16027 2.57645 1.34770 0.42
H -2.40547 2.38219 1.35159 0.22
H 0.37325 -0.87470 2.09654 0.28
H 0.49732 1.73639 1.23166 0.34
H 2.36296 3.14588 0.83090 0.40
H 4.66692 3.31741 -0.01264 0.38
H 5.97356 1.26900 -0.48710 0.41
H 2.64398 -1.11893 0.74383 0.61
```

Values from the calculation:
SMILES: CCOC(=O)/C(=N\[C@H](C)CC)NNc1cccc(C(F)(F)F)c1
charge: 0
Kohn-Sham gap: 8.82 eV
energy relative to the best compared isomer or geometry (same formula, charge and spin): 0.567 eV
E_LUMO: 0.566 eV

---

Computed, not measured: C6H11N3 in the gas phase in a non-equilibrium geometry, with the ωB97M-V functional and the def2-TZVPD basis.

Geometry as XYZ:
```
20
Properties=species:S:1:pos:R:3:mulliken_charge:R:1
H 1.26001 0.90006 2.22001 0.18
N 0.36837 0.41365 2.20424 -0.87
C 0.04843 -0.32189 1.15752 0.65
N -0.19630 -1.69000 1.39663 -0.42
C -0.96575 0.35167 0.14983 -0.07
C -2.28826 0.53222 0.20302 -0.87
C 0.03922 0.86745 -0.74919 0.28
N 0.05659 2.13079 -1.23055 -0.38
C 1.14894 0.00777 -0.56376 -0.30
C 1.19831 -1.32420 -1.28406 -1.24
H 0.04033 -1.96354 2.33991 0.31
H -1.08971 -2.03522 1.08289 0.24
H -2.77889 1.25823 -0.43551 0.30
H -2.87261 0.15397 1.03180 0.31
H 0.81809 2.40979 -1.83027 0.24
H -0.53413 2.81035 -0.76958 0.26
H 2.12747 0.48760 -0.54266 0.39
H 1.52395 -1.19511 -2.32071 0.35
H 1.87844 -1.99833 -0.76534 0.33
H 0.21751 -1.79525 -1.29422 0.32
```

Values from the calculation:
SMILES: [H]/N=C(\N)C(=C)/C(N)=C\C
charge: 0
Kohn-Sham gap (spin up / spin down): 6.70 / 6.71 eV
energy relative to the best compared isomer or geometry (same formula, charge and spin): 4.589 eV
E_LUMO (spin up / spin down): -0.177 / -0.176 eV

---

Computed, not measured: S2 in the gas phase in a non-equilibrium geometry, with the ωB97M-V functional and the def2-TZVPD basis.

Geometry as XYZ:
```
2
Properties=species:S:1:pos:R:3:mulliken_charge:R:1
S 0.92164 0.05806 0.65344 0.00
S -0.92164 -0.05806 -0.65344 0.00
```

Values from the calculation:
charge: 0
Kohn-Sham gap: 5.64 eV
energy relative to the best compared isomer or geometry (same formula, charge and spin): 1.437 eV
E_LUMO: -3.575 eV

---

| no. | M (g mol⁻¹) | total energy (hartree) |
| --- | --- | --- |
| 1 | 74.2 | -198.8745 |
| 2 | 745.5 | -4940.2932 |
| 3 | 69.1 | -211.1405 |
| 4 | 331.3 | -1197.9356 |
| 5 | 125.2 | -399.3266 |
| 6 | 64.1 | -796.2682 |